Entry 1:
{"formula": "C2H8BNO3", "method": "the ωB97M-V functional and the def2-TZVPD basis", "symbols": ["B", "C", "C", "N", "O", "O", "O", "H", "H", "H", "H", "H", "H", "H", "H"], "coordinates": [[-0.292774, 1.702817, 0.851722], [0.850729, -1.753570, 0.256742], [-0.765322, -0.762660, -1.326264], [0.373979, -0.669745, -0.608032], [0.919524, 2.008771, 0.172081], [-1.013097, 2.714126, 1.321476], [-0.508525, 0.434909, 1.095574], [0.132857, -1.997335, 1.110769], [1.026100, -2.779097, -0.216717], [1.782876, -1.256211, 0.523442], [-1.548789, -0.998838, -0.544383], [-0.935106, 0.228373, -1.721267], [-0.760928, -1.641337, -2.059057], [1.439496, 1.131282, 0.184670], [-0.701020, 3.638514, 0.959245]], "atomic_forces_ev_per_a": [[3.5, 1.7, -1.3], [-0.6, -0.5, -0.2], [-2.7, -1.5, 0.0], [2.3, -0.2, 2.4], [0.5, -1.9, 0.4], [-0.8, 4.0, -0.5], [-0.9, -3.1, -0.1], [1.0, 0.7, -0.9], [-0.2, 1.5, -0.1], [0.2, -1.2, 1.0], [0.0, 0.1, -1.1], [-0.5, -0.1, -0.8], [0.0, 1.2, 0.6], [-1.2, 2.2, -0.5], [-0.7, -3.0, 1.2]], "nbo_charge": [1.170, -0.497, -0.495, -0.130, -0.919, -0.896, -0.596, 0.238, 0.214, 0.218, 0.237, 0.222, 0.230, 0.496, 0.509], "orbital_gap_ha": [0.293, 0.336], "total_energy_ev": -10511.6926, "e_above_lowest_kj_mol": 386.25, "lumo_ev": [-1.8, -1.0]}

Entry 2:
{"formula": "C40H61N5O8", "method": "the ωB97M-V functional and the def2-TZVPD basis", "symbols": ["O", "C", "O", "C", "C", "C", "H", "H", "H", "H", "H", "H", "O", "C", "O", "C", "C", "C", "H", "H", "H", "H", "H", "H", "N", "C", "C", "C", "C", "H", "H", "H", "H", "H", "N", "C", "C", "C", "C", "H", "H", "H", "H", "H", "N", "C", "C", "C", "C", "H", "H", "H", "H", "H", "N", "C", "C", "C", "C", "H", "H", "H", "H", "H", "N", "C", "C", "C", "C", "H", "H", "H", "H", "H", "C", "C", "O", "C", "H", "H", "H", "H", "H", "H", "C", "C", "O", "C", "H", "H", "H", "H", "H", "H", "C", "C", "O", "C", "H", "H", "H", "H", "H", "H", "C", "C", "O", "C", "H", "H", "H", "H", "H", "H"], "coordinates": [[-7.039513, -5.623126, -23.960642], [-7.375920, -6.712396, -24.333255], [-8.433564, -7.343611, -23.791973], [-8.696884, -8.557850, -24.489445], [-7.443681, -8.852767, -25.343167], [-6.825360, -7.464340, -25.528634], [-9.586284, -8.458289, -25.123300], [-9.008239, -9.389487, -23.854720], [-7.800232, -9.314129, -26.261123], [-6.801329, -9.507064, -24.756765], [-7.069961, -6.989666, -26.475040], [-5.743799, -7.581080, -25.477369], [-2.826866, -13.185697, -15.303263], [-2.857303, -12.073660, -15.767647], [-1.831287, -11.228223, -15.580015], [-2.179089, -9.923709, -16.065936], [-3.359987, -10.082360, -17.009056], [-3.937784, -11.463304, -16.630249], [-1.344294, -9.380676, -16.510585], [-2.436236, -9.340987, -15.174742], [-3.076489, -10.079991, -18.057925], [-4.052402, -9.275887, -16.774372], [-4.152010, -12.128906, -17.459496], [-4.818408, -11.344461, -15.998725], [-6.635593, -13.114921, -19.308908], [-7.027220, -12.638020, -18.100873], [-7.100829, -11.259544, -18.174454], [-6.827431, -10.925259, -19.514897], [-6.511652, -12.071191, -20.198561], [-6.521154, -14.083341, -19.537288], [-7.262921, -13.320469, -17.300358], [-7.289579, -10.539513, -17.396234], [-6.720822, -9.940582, -19.944153], [-6.381183, -12.216654, -21.257228], [-8.708600, -6.846835, -17.898833], [-8.731604, -5.641449, -18.532801], [-8.634628, -5.865827, -19.892778], [-8.456149, -7.246107, -20.048329], [-8.513889, -7.859678, -18.821430], [-8.753445, -7.002570, -16.910511], [-8.812274, -4.769165, -17.905578], [-8.662280, -5.132240, -20.681251], [-8.239235, -7.782460, -20.960152], [-8.556577, -8.907015, -18.582776], [-2.313568, -2.537236, -21.169935], [-1.251706, -1.728564, -21.346845], [-0.308700, -1.999024, -20.393931], [-0.828689, -3.097779, -19.643596], [-2.095264, -3.391073, -20.117435], [-3.152060, -2.494237, -21.725048], [-1.227103, -1.041838, -22.180419], [0.648089, -1.526523, -20.262917], [-0.295192, -3.481335, -18.786758], [-2.868486, -4.102188, -19.886073], [0.340205, -8.068402, -23.824494], [-0.263435, -8.818445, -22.865208], [-0.858916, -7.946667, -21.955398], [-0.575746, -6.643136, -22.413357], [0.179813, -6.739629, -23.554895], [0.862747, -8.474010, -24.576823], [-0.243347, -9.893039, -22.949046], [-1.262350, -8.220592, -20.996097], [-0.781913, -5.722051, -21.888658], [0.616173, -5.984041, -24.185792], [-5.866810, -3.277268, -22.770408], [-5.719298, -3.501730, -21.444623], [-5.388187, -2.317618, -20.826769], [-5.330526, -1.348838, -21.834749], [-5.641766, -1.937821, -23.048296], [-6.271959, -3.898824, -23.455566], [-5.992683, -4.439624, -20.987656], [-5.367991, -2.036745, -19.787247], [-5.123111, -0.291316, -21.756608], [-5.657862, -1.507564, -24.032662], [-5.960432, -4.447883, -16.650394], [-6.483127, -3.049029, -16.884895], [-7.000966, -2.719746, -17.928367], [-6.508431, -2.076703, -15.714631], [-6.818217, -5.123727, -16.587299], [-5.503279, -4.509304, -15.663193], [-5.352344, -4.812648, -17.471438], [-6.817818, -2.656001, -14.835670], [-7.164725, -1.242940, -15.928690], [-5.514176, -1.738948, -15.410129], [-1.116110, -6.506993, -18.676797], [-1.525823, -5.864308, -17.361891], [-2.666753, -5.484492, -17.222318], [-0.456690, -5.740392, -16.322583], [-0.563162, -5.804601, -19.304206], [-2.002116, -6.770879, -19.247628], [-0.494356, -7.377491, -18.464471], [0.080714, -6.681348, -16.209974], [-0.844338, -5.510634, -15.329414], [0.173590, -4.906488, -16.638224], [-2.741426, -10.830865, -26.680404], [-3.377203, -9.667570, -25.946392], [-3.821383, -8.724297, -26.562390], [-3.474971, -9.750585, -24.455205], [-2.563618, -10.490063, -27.700736], [-3.448682, -11.660521, -26.711319], [-1.784955, -11.156750, -26.274938], [-4.140745, -10.563889, -24.150057], [-3.880376, -8.833242, -24.033969], [-2.497576, -9.963980, -24.020805], [-5.216868, -7.554732, -21.641262], [-4.518049, -7.738937, -20.293223], [-3.698227, -8.603994, -20.100232], [-4.844930, -6.728142, -19.222130], [-5.917817, -6.726682, -21.552362], [-5.814253, -8.436619, -21.889108], [-4.480967, -7.412658, -22.430910], [-5.927082, -6.611226, -19.153190], [-4.316561, -5.794721, -19.430047], [-4.390658, -7.077843, -18.296367]], "atomic_forces_ev_per_a": [[0.1, -0.1, 0.3], [-0.2, 0.9, -0.9], [0.1, -0.4, 0.4], [-0.5, -0.7, -1.0], [-1.2, 0.2, 0.3], [0.4, -1.3, 0.7], [0.2, 0.6, -0.1], [0.6, 0.3, 0.7], [0.5, -0.2, 0.0], [0.2, -0.1, -0.3], [-0.2, 0.2, 0.1], [0.1, 0.5, 0.0], [-0.2, 0.5, -0.2], [0.2, -1.4, 0.1], [0.4, 0.5, -0.3], [0.0, 0.6, 0.6], [-0.4, -0.5, 0.1], [0.4, 0.8, 0.6], [0.3, -0.6, -0.1], [-0.2, 0.0, -0.1], [0.0, 0.3, 0.0], [-0.2, 0.0, -0.5], [-0.2, 0.1, 0.0], [-0.1, -0.3, -0.2], [-0.2, 0.3, -0.6], [-0.1, 0.4, 0.7], [-0.1, -0.5, -0.1], [0.8, 0.3, -0.6], [-0.5, -0.1, 0.3], [0.0, -0.1, 0.0], [0.2, 0.1, 0.1], [-0.2, -0.2, 0.2], [-0.2, 0.1, 0.1], [0.3, -0.1, 0.1], [0.3, -1.0, -0.4], [-0.3, 0.1, 0.1], [0.3, 0.7, 0.6], [0.2, -1.2, -0.3], [-0.3, 0.8, 0.0], [-0.1, 0.2, 0.1], [-0.1, 0.3, -0.4], [0.1, 0.1, 0.1], [-0.3, 0.1, -0.1], [0.2, 0.0, 0.2], [0.0, -0.5, 0.1], [0.4, 0.8, -0.6], [-0.4, -0.8, -0.1], [0.0, 0.5, 0.4], [0.5, 0.4, -0.5], [-0.1, -0.1, 0.1], [0.0, 0.1, 0.2], [0.0, 0.0, 0.0], [-0.3, -0.3, 0.0], [0.2, -0.1, 0.4], [0.1, -0.1, -0.1], [-0.6, 0.3, 0.6], [0.8, -0.9, -0.4], [0.4, 0.5, 0.2], [-0.1, 0.0, -0.1], [0.0, 0.2, -0.2], [0.0, 0.0, 0.3], [-0.4, -0.1, -0.2], [-0.2, 0.0, -0.1], [0.0, 0.0, 0.0], [0.0, 1.1, -1.3], [-0.4, -0.1, 0.9], [-0.4, 0.3, 0.1], [-0.1, 0.8, -1.5], [0.4, -0.6, 1.3], [0.2, -0.4, 0.3], [0.1, -0.1, -0.1], [0.2, -0.6, 0.1], [0.1, -0.1, 0.3], [-0.1, -0.2, -0.1], [-0.4, 0.1, 0.5], [-0.5, 0.5, 0.0], [0.2, -0.2, -0.2], [0.5, -0.9, 0.4], [-0.1, 0.1, -0.2], [0.5, -0.1, -0.3], [0.3, 0.2, 0.2], [-0.4, 0.2, 0.0], [0.0, 0.1, 0.0], [0.1, 0.1, -0.4], [0.0, 0.1, 0.3], [-0.4, -0.3, -0.9], [0.1, 0.2, 0.5], [-0.3, 0.1, 0.6], [0.2, 0.0, 0.2], [-0.1, -0.2, 0.1], [0.0, 0.0, -0.3], [0.4, 0.2, -0.4], [-0.3, 0.2, -0.2], [0.4, -0.3, 0.1], [0.0, 0.5, -0.5], [0.0, -0.1, -0.1], [0.0, 0.0, 0.0], [-0.1, -0.1, 0.4], [-0.1, -0.1, 0.0], [0.1, -0.1, 0.1], [-0.1, -0.1, 0.3], [0.1, -0.1, -0.2], [0.2, 0.1, -0.1], [0.0, 0.1, 0.1], [-0.3, -0.1, 0.6], [-0.1, 0.5, -0.4], [0.1, -0.4, -0.2], [0.4, -0.6, 0.1], [0.1, 0.2, -0.4], [0.2, -0.1, 0.1], [0.0, 0.2, 0.0], [0.0, 0.3, 0.1], [-0.4, 0.2, -0.3], [-0.3, 0.0, 0.1]], "lowdin_charge": [0.101, -0.467, 0.035, -0.159, -0.136, -0.054, 0.123, 0.123, 0.115, 0.105, 0.136, 0.099, 0.105, -0.493, 0.035, -0.157, -0.137, -0.067, 0.115, 0.125, 0.102, 0.110, 0.119, 0.123, 0.011, -0.146, -0.118, -0.122, -0.124, 0.144, 0.113, 0.088, 0.075, 0.102, 0.013, -0.136, -0.090, -0.137, -0.125, 0.140, 0.103, 0.100, 0.083, 0.085, 0.024, -0.154, -0.104, -0.120, -0.119, 0.105, 0.110, 0.086, 0.076, 0.089, -0.002, -0.153, -0.098, -0.105, -0.129, 0.142, 0.103, 0.069, 0.084, 0.107, 0.027, -0.135, -0.130, -0.140, -0.112, 0.097, 0.092, 0.090, 0.095, 0.100, -0.007, -0.480, 0.049, -0.021, 0.068, 0.081, 0.057, 0.080, 0.079, 0.086, -0.018, -0.496, 0.053, -0.016, 0.070, 0.055, 0.086, 0.080, 0.085, 0.088, -0.019, -0.492, 0.063, -0.011, 0.082, 0.087, 0.078, 0.092, 0.061, 0.066, -0.003, -0.470, 0.043, -0.021, 0.051, 0.079, 0.078, 0.067, 0.069, 0.070], "orbital_gap_ha": 0.298, "total_energy_ev": -66298.6995, "lumo_ev": 0.3, "smiles": "c1cc[nH]c1.c1cc[nH]c1.c1cc[nH]c1.c1cc[nH]c1.c1cc[nH]c1.O=C1CCCO1.O=C1CCCO1.CC(C)=O.CC(C)=O.CC(C)=O.CC(C)=O"}

What did the first record say?
{"formula": "C2H8BNO3", "method": "the ωB97M-V functional and the def2-TZVPD basis", "symbols": ["B", "C", "C", "N", "O", "O", "O", "H", "H", "H", "H", "H", "H", "H", "H"], "coordinates": [[-0.292774, 1.702817, 0.851722], [0.850729, -1.753570, 0.256742], [-0.765322, -0.762660, -1.326264], [0.373979, -0.669745, -0.608032], [0.919524, 2.008771, 0.172081], [-1.013097, 2.714126, 1.321476], [-0.508525, 0.434909, 1.095574], [0.132857, -1.997335, 1.110769], [1.026100, -2.779097, -0.216717], [1.782876, -1.256211, 0.523442], [-1.548789, -0.998838, -0.544383], [-0.935106, 0.228373, -1.721267], [-0.760928, -1.641337, -2.059057], [1.439496, 1.131282, 0.184670], [-0.701020, 3.638514, 0.959245]], "atomic_forces_ev_per_a": [[3.5, 1.7, -1.3], [-0.6, -0.5, -0.2], [-2.7, -1.5, 0.0], [2.3, -0.2, 2.4], [0.5, -1.9, 0.4], [-0.8, 4.0, -0.5], [-0.9, -3.1, -0.1], [1.0, 0.7, -0.9], [-0.2, 1.5, -0.1], [0.2, -1.2, 1.0], [0.0, 0.1, -1.1], [-0.5, -0.1, -0.8], [0.0, 1.2, 0.6], [-1.2, 2.2, -0.5], [-0.7, -3.0, 1.2]], "nbo_charge": [1.170, -0.497, -0.495, -0.130, -0.919, -0.896, -0.596, 0.238, 0.214, 0.218, 0.237, 0.222, 0.230, 0.496, 0.509], "orbital_gap_ha": [0.293, 0.336], "total_energy_ev": -10511.6926, "e_above_lowest_kj_mol": 386.25, "lumo_ev": [-1.8, -1.0]}